(1)
{"formula": "C57H46F2FeN8O3PS", "method": "ωB97M-V with the def2-TZVPD basis set", "orbital_gap_ev": [2.63, 3.15], "total_charge": 0, "multiplicity": 6, "elements": ["Fe", "S", "P", "F", "F", "O", "O", "O", "N", "N", "N", "N", "N", "N", "N", "N", "C", "C", "C", "C", "C", "C", "C", "C", "C", "C", "C", "C", "C", "C", "C", "C", "C", "C", "C", "C", "C", "C", "C", "C", "C", "C", "C", "C", "C", "C", "C", "C", "C", "C", "C", "C", "C", "C", "C", "C", "C", "C", "C", "C", "C", "C", "C", "C", "C", "C", "C", "C", "C", "C", "C", "C", "C", "H", "H", "H", "H", "H", "H", "H", "H", "H", "H", "H", "H", "H", "H", "H", "H", "H", "H", "H", "H", "H", "H", "H", "H", "H", "H", "H", "H", "H", "H", "H", "H", "H", "H", "H", "H", "H", "H", "H", "H", "H", "H", "H", "H", "H", "H"], "xyz": [[-0.7207, 3.5326, -0.2800], [8.5410, -8.9139, -3.6113], [-1.5008, 0.9666, 2.3959], [-2.5810, 3.9315, -0.6662], [6.7273, 4.5266, 7.0006], [10.4115, -6.3396, -2.1617], [8.5770, -10.5587, -3.2257], [7.8240, -8.7625, -4.8363], [-2.1916, 0.8110, -0.4054], [0.3757, -0.1349, 0.8452], [-1.1926, -1.5325, 1.4636], [-0.2942, 3.4408, 1.7114], [9.8649, -8.1292, -3.4300], [0.5824, 2.4778, 3.4360], [-3.8614, 1.6495, 0.8756], [-15.9145, 1.3586, -6.1078], [-5.3820, 2.7075, -0.7169], [-4.2529, 1.8814, -0.4675], [-0.3690, 2.3504, 2.5069], [-3.2919, -0.4334, -2.8883], [2.9892, -1.3229, -3.3376], [-0.6163, -0.3190, 1.5962], [9.7654, -7.3228, -2.2975], [0.1387, -4.5565, 0.5296], [6.3574, -8.5722, -1.7577], [0.7930, -1.9348, -2.3416], [1.2010, -1.4365, -1.1278], [-3.5873, -0.0133, -5.2206], [-3.2388, 1.7896, -3.6549], [-0.2243, -5.9260, 0.4718], [-3.2331, 0.9504, -2.6305], [8.3157, -7.1164, -0.1644], [-3.2361, 1.2822, -1.1802], [-6.9026, 4.4216, -0.2544], [-2.5517, 1.1353, 0.8004], [-0.0086, 7.7206, 1.0181], [-3.3911, -0.9581, -4.1882], [-0.7633, -3.5987, 0.1043], [2.2674, 6.1215, 1.6510], [3.3601, -0.8873, -2.0410], [0.9790, 5.6324, 1.6639], [-7.7357, 4.0979, -1.2586], [-7.2567, 3.1406, -2.1570], [-4.5257, 1.8498, 2.1193], [2.3548, 7.4690, 1.6028], [-0.6313, -2.1440, 0.3684], [7.0164, -7.2802, 0.3007], [1.6746, -1.8252, -3.4204], [6.0753, -8.0596, -0.5084], [8.6152, -7.6458, -1.4729], [-5.7066, 3.7744, 0.0926], [-16.0859, 2.3837, -5.5969], [4.3652, 4.0686, 6.0920], [-2.2474, -2.1805, 2.2649], [1.2429, 8.2600, 1.3678], [4.1299, 2.8709, 5.3539], [-2.3345, -5.3244, -0.4973], [-6.1680, 2.3907, -1.8320], [0.7765, 2.8889, -1.7041], [-0.1819, 6.3770, 1.1951], [-3.3004, 1.2765, -4.9945], [2.3117, 3.9164, 4.2376], [3.1176, 2.8266, 4.4521], [0.3699, -1.3095, 0.0473], [0.7501, 4.2823, 2.2253], [2.4491, 5.0929, 4.9119], [2.5389, -0.9793, -0.9557], [1.2597, 3.6935, 3.3116], [-1.9672, -4.0151, -0.4595], [-1.4182, -6.2870, -0.1175], [7.6237, -8.3015, -2.2256], [3.6030, 5.2063, 5.7380], [0.6446, 1.5829, 4.5971], [3.7646, 6.1301, 6.2935], [1.1583, 0.6917, 4.3325], [9.1663, -6.5602, 0.2975], [-4.5747, 0.9061, 2.5671], [-4.0184, 2.6513, 2.6521], [2.8008, -0.7533, 0.0226], [1.0935, 2.1704, 5.3343], [-8.7527, 4.5325, -1.3862], [-0.3454, -2.0239, -2.4841], [-3.2394, -5.7228, -0.8561], [6.7292, -6.9915, 1.3363], [-2.0237, -2.1509, 3.3283], [3.0166, 5.4046, 1.9470], [7.9133, -10.9584, -3.8101], [-3.4657, 1.8948, -5.7678], [-3.7429, -0.3154, -6.3168], [0.9546, 2.6964, -2.9315], [5.1083, -8.2288, -0.0155], [-1.1645, 5.9598, 1.1891], [3.2618, 7.9162, 1.9135], [-0.3838, 1.4081, 4.8874], [-3.3859, -1.9159, -4.3227], [-2.2288, -3.1748, 1.8609], [-7.1664, 5.1353, 0.4573], [-3.1626, -1.6124, 2.0982], [-7.6862, 3.0225, -3.1336], [4.8027, 1.9612, 5.5537], [-4.9986, 4.0664, 0.8432], [1.3065, -2.0075, -4.4186], [-15.6227, 0.8200, -6.8592], [1.0318, -4.2316, 1.1356], [1.7206, 5.9199, 4.8079], [2.8524, 1.8608, 4.0096], [-0.6646, 8.4065, 0.5564], [-2.6411, -3.1930, -0.8520], [-3.4718, -1.1357, -2.0106], [4.4415, -0.5569, -1.9524], [5.3771, 4.1065, 6.6981], [-5.9122, 1.5448, -2.4588], [5.6118, -9.1138, -2.3058], [-5.4691, 2.2963, 1.8644], [-2.9727, 2.8813, -3.6805], [1.4650, 9.3640, 1.2604], [3.5309, -1.1765, -4.2785], [-1.6543, -7.2932, -0.3169], [0.5160, -6.6465, 0.7561]], "forces_ev_per_a": [[-1.5, -0.3, 0.0], [-0.6, 0.1, 1.1], [-2.6, -0.2, 0.1], [2.3, 0.1, 0.3], [0.0, -0.2, 0.1], [1.3, 1.1, 0.7], [0.4, 2.1, -0.7], [0.1, -0.7, -0.5], [-0.7, 1.1, -0.6], [2.0, -1.1, -3.3], [-1.6, -1.0, 0.8], [0.6, 0.2, -0.1], [-0.5, -1.8, -0.8], [-1.0, -0.7, 0.5], [3.2, -0.1, -2.3], [-0.1, 0.4, 0.3], [-0.8, -0.7, -1.0], [2.2, -1.6, 2.8], [1.3, 1.8, -1.7], [-0.8, -1.7, 0.0], [-2.2, 0.0, 1.2], [-0.9, -0.8, 2.1], [0.1, -0.4, -1.0], [0.4, -0.3, 1.8], [0.0, 0.5, 0.7], [-1.8, 1.2, -0.5], [2.2, 0.4, 0.8], [1.2, -2.8, -2.0], [1.7, 2.7, -4.1], [0.8, 1.3, -0.9], [-0.2, -1.8, 2.5], [0.8, 0.0, -1.8], [-0.2, -0.2, -1.4], [1.2, 0.2, 2.5], [-1.1, 1.1, 2.8], [2.2, 0.7, 0.0], [-0.5, 6.6, 1.8], [-0.7, 0.4, -0.4], [-1.3, -1.4, 0.9], [3.1, 0.0, -1.4], [-2.4, -1.2, -1.0], [-1.0, -0.3, -1.6], [-0.6, 0.3, -0.2], [-0.1, 2.0, -1.0], [0.0, 1.3, 0.4], [1.2, -0.7, 1.4], [-0.3, -1.6, -0.5], [0.6, 0.2, -0.9], [0.4, 1.3, 2.1], [-3.2, 0.3, 1.9], [-0.5, -0.4, -2.0], [-0.3, 0.8, 0.8], [0.6, -0.3, -1.4], [0.7, 1.5, -0.4], [0.5, 1.5, -1.2], [1.6, -0.2, 1.6], [0.9, -0.7, -0.2], [0.4, -0.1, -0.1], [-0.5, -0.1, -2.8], [2.0, -0.8, 1.2], [-1.3, -0.2, 3.8], [-0.5, 0.4, -0.3], [0.7, -1.6, -0.1], [0.7, 1.5, -1.0], [-2.1, 0.0, -1.7], [1.6, 1.4, 1.0], [-1.8, -0.9, -1.8], [-0.7, -1.8, 0.1], [-1.3, 2.0, -0.5], [0.6, 0.6, 0.6], [2.2, -0.1, 0.9], [-1.1, -0.7, 1.0], [-1.5, 0.8, -1.1], [0.1, -0.1, -0.2], [0.5, -0.8, 0.2], [-1.1, -0.5, 0.0], [-0.4, -1.0, 1.4], [0.2, -0.4, 0.6], [0.8, 0.7, 1.5], [0.9, 0.2, 1.4], [1.1, 0.0, 0.1], [2.0, -0.5, 0.0], [-1.2, 0.2, -0.6], [0.2, -0.1, -1.1], [0.2, -0.1, 0.0], [0.6, 0.4, -0.1], [0.1, -0.1, -0.1], [0.0, 2.5, -2.5], [0.1, 0.1, 1.8], [-0.3, 0.4, 3.3], [0.3, 0.0, -0.5], [-0.5, -0.5, -0.1], [0.9, 0.6, -0.2], [-0.2, -0.4, 0.1], [-0.3, -5.6, -0.9], [-0.8, -0.5, 0.4], [-0.8, 1.5, 0.8], [-0.4, -0.5, 0.0], [-0.6, -0.4, -0.1], [-1.2, 1.5, -0.3], [-0.2, 0.5, 0.3], [-0.2, -0.4, -0.1], [0.4, -1.2, -1.1], [-0.8, -0.4, -1.0], [0.6, -0.5, -0.1], [0.5, 0.6, -0.4], [-1.3, 0.3, -0.1], [0.6, -1.2, 0.6], [0.8, 0.9, -1.2], [-1.5, -0.2, 0.3], [-0.4, 0.7, -0.1], [0.2, 0.1, 0.0], [-0.1, -0.2, -0.2], [-0.8, -0.4, 0.3], [-0.7, -1.0, 1.0], [-0.7, -1.3, 0.3], [0.2, -0.1, 0.8], [-0.2, -1.2, 0.2], [0.1, -0.4, 0.2]], "lowdin_charge": [0.8583, 0.8350, 1.1716, -0.4530, -0.6647, 0.1415, -0.1652, -0.2755, 0.1508, 0.1728, -0.0504, -0.0016, -0.0601, -0.0344, -0.0546, 0.0396, -0.1810, -0.1126, -0.4354, -0.0175, -0.0752, -0.5862, -0.5522, -0.0022, -0.0498, -0.0326, -0.1843, -0.0908, -0.0324, -0.0577, -0.2183, 0.0156, -0.2128, -0.0864, -0.4083, -0.0784, -0.0407, -0.1997, -0.0318, -0.0975, -0.1618, -0.0770, -0.0726, -0.0457, -0.0785, -0.1434, -0.0377, -0.0941, -0.0526, -0.1312, -0.0202, -0.0776, -0.0490, 0.0199, -0.0692, -0.0638, -0.0765, -0.0158, 0.2424, -0.0359, -0.0859, -0.2654, -0.1045, -0.1934, -0.1460, -0.0296, -0.0364, -0.1162, -0.0550, -0.0813, -0.2227, -0.0482, -0.0023, 0.0996, 0.0937, 0.1372, 0.0722, 0.0980, 0.0875, 0.0842, 0.1261, 0.1404, 0.0960, 0.1153, 0.0937, 0.1316, 0.0785, 0.0632, 0.1341, 0.0315, 0.1064, 0.0894, 0.1069, 0.0794, 0.0377, 0.0762, 0.0884, 0.0835, 0.1045, 0.1342, 0.1134, 0.0925, 0.0380, 0.1415, 0.1266, 0.1082, 0.0954, 0.1322, 0.1258, 0.1220, 0.0259, 0.1198, 0.1175, 0.0791, 0.1376, 0.1270, 0.1034, 0.0934, 0.0967]}

(2)
{"formula": "C57H47BrCaN5O3", "method": "ωB97M-V with the def2-TZVPD basis set", "orbital_gap_ev": [4.12, 2.72], "total_charge": 1, "elements": ["Br", "Ca", "O", "O", "O", "N", "N", "N", "N", "N", "C", "C", "C", "C", "C", "C", "C", "C", "C", "C", "C", "C", "C", "C", "C", "C", "C", "C", "C", "C", "C", "C", "C", "C", "C", "C", "C", "C", "C", "C", "C", "C", "C", "C", "C", "C", "C", "C", "C", "C", "C", "C", "C", "C", "C", "C", "C", "C", "C", "C", "C", "C", "C", "C", "C", "C", "C", "H", "H", "H", "H", "H", "H", "H", "H", "H", "H", "H", "H", "H", "H", "H", "H", "H", "H", "H", "H", "H", "H", "H", "H", "H", "H", "H", "H", "H", "H", "H", "H", "H", "H", "H", "H", "H", "H", "H", "H", "H", "H", "H", "H", "H", "H", "H"], "xyz": [[-0.9415, -2.2131, 6.9598], [-0.6835, 0.7091, -0.6473], [-1.5247, 2.5393, 3.0215], [-2.9897, -3.0209, -0.8375], [-0.0029, 1.2412, -2.4602], [2.1490, 1.7644, 0.1920], [2.1162, -0.4218, 2.0238], [-2.1564, -1.0494, -1.5122], [-1.9674, 2.1633, 0.8644], [-1.4264, -0.3886, 0.9774], [4.0384, -1.1942, -0.8530], [-1.8117, 5.9967, -2.3450], [-0.4740, -1.4132, -5.5082], [-2.3747, -2.3675, 1.9168], [2.0798, 0.4334, -3.2688], [2.0600, -4.9634, -1.1592], [1.1201, -4.0998, -1.7172], [0.7607, 1.1276, -3.4407], [-0.0197, -1.6206, 5.3981], [-1.6061, 1.6760, 2.0026], [-1.5686, 0.2342, 2.1595], [4.2511, -0.5145, 1.9130], [-3.1983, -1.6158, -5.1054], [-1.7710, 3.8446, 2.4700], [-2.9742, -1.4968, -2.6318], [1.0727, 0.1097, 4.1618], [2.1739, -6.2606, -1.6205], [3.0768, -1.4049, 1.4737], [0.9627, -2.7138, -1.2648], [1.3611, -0.7854, 3.1255], [0.8592, -2.0916, 3.2270], [0.4586, -5.8453, -3.2425], [5.3650, -0.3124, 0.9612], [-1.9514, -1.6212, 0.8188], [-1.9931, -0.4341, 3.2940], [-1.3191, -1.5344, -6.5961], [-0.9871, 4.3894, -0.7642], [-3.4007, -2.9288, -2.1986], [1.8216, -2.0408, -0.5493], [3.3547, 3.5204, -0.9226], [-2.6860, -1.6316, -6.3903], [-2.9937, 6.0838, -1.6293], [3.1659, 0.6003, 2.1229], [-2.4260, 3.5282, 1.1036], [1.2894, 1.7278, -5.8163], [-0.9870, -1.3866, -4.2210], [-2.1804, 4.4525, -0.0568], [4.4215, 3.3789, -0.0478], [-0.4283, 2.6782, -7.2022], [0.3288, -4.5532, -2.7715], [0.8745, 2.2329, -7.0305], [-0.8070, 5.1504, -1.9070], [0.3906, 1.6539, -4.7412], [-2.2971, -1.9084, -0.5523], [-2.3522, -1.4806, -4.0072], [1.3724, -6.7072, -2.6596], [-0.9253, 2.1109, -4.9241], [2.2583, 2.6920, -0.7591], [0.3916, -0.3027, 5.2900], [2.9522, -1.5674, -0.0237], [-2.3346, -1.7846, 3.1749], [-3.1820, 5.3112, -0.4965], [-1.3246, 2.6083, -6.1440], [5.2208, -0.6488, -0.3478], [3.1686, 1.6361, 1.0382], [0.1880, -2.5100, 4.3559], [4.3214, 2.4262, 0.9460], [0.1197, 5.0833, -2.4582], [1.4580, -7.7229, -3.0130], [3.9649, -1.4333, -1.9036], [-4.4775, -3.0979, -2.2441], [-3.7791, 6.7432, -1.9640], [3.0281, -2.3810, 1.9683], [-1.6754, 6.5851, -3.2397], [5.1197, 2.2924, 1.6582], [5.3008, 3.9984, -0.1383], [-0.1639, -3.5287, 4.4367], [-3.5182, 3.4618, 1.2466], [-3.8531, -0.8343, -2.6733], [0.0416, -2.2378, -1.5812], [-2.8890, -3.7053, -2.7764], [3.3708, 4.2536, -1.7137], [0.2030, 0.3927, 6.0929], [0.9893, -2.7894, 2.4135], [2.0917, -0.0520, -2.2924], [0.5934, -1.3570, -5.6571], [1.3717, 1.1436, 4.0889], [-0.3231, -1.2870, -3.3758], [2.9006, 1.1508, -3.3150], [-2.7705, -3.3594, 1.7745], [-4.1200, 5.3695, 0.0357], [-2.0970, 0.0862, 4.2302], [2.2369, -0.3040, -4.0533], [2.3152, 1.4132, -5.6974], [-1.6170, 2.0512, -4.0907], [1.4191, 2.7718, -1.4351], [-0.8144, 4.3732, 2.3646], [-2.3356, 2.9562, -6.2731], [-4.2640, -1.7093, -4.9467], [-2.4143, 4.3880, 3.1607], [3.2271, 1.1015, 3.0937], [4.6326, -0.8270, 2.8873], [2.8876, -6.9299, -1.1641], [-0.9202, -1.5458, -7.5988], [-3.3480, -1.7271, -7.2379], [-0.1600, -6.1828, -4.0613], [1.5752, 2.2989, -7.8462], [6.0464, -0.5220, -1.0338], [2.6993, -4.6021, -0.3665], [-0.3716, -3.8760, -3.2422], [-2.6652, -2.3331, 4.0413], [6.2969, 0.0751, 1.3375], [-0.2018, 3.7352, -0.4074], [-0.7407, 3.0771, -8.1543]], "forces_ev_per_a": [[0.1, 0.1, -0.2], [0.8, 1.1, 0.2], [0.1, -0.9, 0.3], [0.3, 0.2, 1.0], [1.3, 0.6, -3.2], [-0.4, -0.1, 0.0], [-0.3, 0.0, 0.1], [0.2, -0.1, 0.8], [0.2, -0.4, 0.1], [-1.6, -1.9, 2.2], [-0.7, -0.2, -0.2], [0.0, 0.0, 0.0], [0.0, -0.1, 0.0], [0.0, 0.1, -0.4], [-0.5, 0.0, 0.4], [-0.1, 0.1, 0.0], [0.0, -0.3, -0.2], [0.4, -0.1, 0.2], [-0.2, -0.1, 0.3], [-0.4, 1.6, -0.3], [0.1, -1.4, 0.3], [0.3, 0.0, -0.2], [0.0, 0.1, 0.1], [0.0, 0.6, -0.4], [-0.4, -0.3, -0.3], [0.0, 0.1, -0.2], [0.0, 0.0, 0.0], [0.2, -0.4, 0.0], [-0.2, -0.1, 0.2], [0.1, -0.1, 0.0], [0.1, 0.0, -0.1], [-0.1, -0.2, -0.1], [0.4, 0.0, -0.1], [0.4, 0.4, 1.6], [-0.1, -0.1, -0.2], [0.1, 0.1, 0.0], [-0.1, 0.0, 0.1], [-0.1, 0.0, -0.7], [-0.6, 0.7, 0.1], [-0.1, -0.1, 0.0], [-0.1, -0.1, 0.0], [0.0, 0.1, -0.1], [-0.1, 0.2, 0.2], [-0.2, 0.3, 0.4], [-0.1, -0.1, 0.5], [-0.1, 0.0, 0.1], [0.0, 0.0, 0.0], [-0.2, -0.1, 0.1], [0.1, -0.2, 0.2], [0.1, 0.0, 0.2], [0.0, 0.1, -0.2], [0.2, -0.1, 0.0], [-0.5, 0.5, -0.5], [-0.5, -0.3, -1.9], [0.0, 0.1, 0.0], [0.0, -0.1, -0.1], [0.3, -0.2, 0.2], [0.3, 0.3, -0.1], [0.0, -0.3, 0.2], [0.7, 0.0, -0.4], [0.0, 0.4, -0.2], [0.1, -0.1, 0.1], [-0.1, 0.1, -0.1], [0.1, 0.2, 0.7], [0.1, 0.1, 0.1], [0.2, 0.1, 0.3], [-0.2, 0.1, -0.1], [0.1, 0.0, 0.0], [0.0, -0.1, 0.0], [0.0, -0.1, -0.1], [0.1, 0.0, 0.0], [-0.1, 0.1, 0.0], [0.0, 0.1, -0.1], [0.0, 0.1, -0.1], [0.0, -0.1, 0.1], [0.1, 0.0, 0.0], [0.0, 0.0, 0.0], [0.2, 0.0, 0.0], [0.1, -0.2, 0.1], [-0.1, -0.1, -0.2], [0.0, 0.1, 0.1], [0.0, 0.1, -0.1], [0.0, 0.1, 0.1], [0.1, 0.0, -0.1], [0.2, 0.0, 0.0], [0.1, 0.0, 0.0], [0.1, 0.1, 0.0], [0.1, -0.1, 0.1], [0.0, 0.1, 0.0], [-0.1, -0.1, 0.0], [-0.1, 0.0, 0.1], [0.0, 0.1, 0.1], [0.0, -0.1, -0.1], [0.1, -0.1, 0.0], [0.0, 0.0, -0.1], [0.0, 0.1, -0.1], [-0.1, -0.2, 0.0], [-0.2, 0.0, 0.0], [-0.1, 0.0, 0.0], [0.1, -0.1, -0.1], [0.0, -0.1, 0.0], [-0.2, 0.0, 0.0], [0.1, -0.1, 0.0], [0.1, 0.0, -0.1], [-0.1, 0.0, 0.0], [0.0, -0.1, -0.1], [0.1, 0.0, -0.1], [0.1, 0.1, 0.0], [0.0, 0.0, 0.1], [-0.1, 0.1, 0.0], [0.0, -0.1, 0.1], [0.2, 0.0, 0.0], [0.1, 0.0, 0.0], [0.0, 0.0, -0.1]], "lowdin_charge": [0.7321, 1.4408, 0.0472, 0.0470, -0.2378, 0.1284, 0.0279, 0.0595, 0.0655, -0.0330, -0.0905, -0.0738, -0.0686, 0.0532, 0.0180, -0.0267, -0.2178, -0.3560, -0.7105, -0.3117, -0.1851, -0.1650, -0.0301, -0.0451, -0.2340, -0.0243, -0.0784, -0.1558, -0.1014, -0.2263, -0.0210, -0.0862, -0.1182, -0.1667, 0.0292, -0.0682, -0.0458, -0.0549, -0.0128, -0.0514, -0.0648, -0.0671, -0.1630, -0.2398, -0.0098, -0.0559, -0.1855, -0.0389, -0.0439, -0.0489, -0.0554, -0.0684, -0.1716, -0.3142, -0.1859, -0.0920, -0.0023, -0.1794, -0.1361, -0.2217, -0.0160, -0.0268, -0.0528, -0.1251, -0.2146, -0.1502, -0.0070, 0.1055, 0.1009, 0.0921, 0.1371, 0.1094, 0.1512, 0.1081, 0.1217, 0.1140, 0.1129, 0.1593, 0.1571, 0.0481, 0.1336, 0.1045, 0.1096, 0.1159, 0.0588, 0.1076, 0.1112, 0.0810, 0.1115, 0.1323, 0.1160, 0.1327, 0.1001, 0.1184, 0.1220, 0.0649, 0.1411, 0.1106, 0.1195, 0.1376, 0.1451, 0.1500, 0.1042, 0.1090, 0.1087, 0.1017, 0.1118, 0.1037, 0.1130, 0.0859, 0.1196, 0.0900, 0.0829, 0.1133]}

Quick rundown of energy above the lowest of the compared OMol25 structures with the same formula, charge and spin, same order as above: 0.000 5.205 eV